C6H6N3O2P3 | ωB97M-V/def2-TZVPD

Geometry as XYZ:
```
20
C6H6N3O2P3 | OMol25 | ωB97M-V/def2-TZVPD
C 3.15 -0.89 0.62
C 2.29 -1.45 -0.30
C 2.84 0.33 1.20
C 1.10 -0.82 -0.63
C 1.66 0.97 0.88
C 0.79 0.38 -0.02
N -4.34 -0.89 0.54
N -2.72 1.18 0.80
N -2.00 -1.04 -0.69
O -2.73 1.74 -2.36
O -0.39 1.06 -0.28
P -3.39 -1.82 -0.36
P -4.13 0.53 1.27
P -1.84 0.51 -0.36
H 4.07 -1.39 0.89
H 2.54 -2.40 -0.76
H 3.52 0.78 1.92
H 0.42 -1.25 -1.35
H 1.39 1.92 1.33
H -2.24 2.57 -2.32
```

Results
* ΔE to the lowest compared entry with this formula, charge and spin: 138.6 kJ/mol
* calculated total energy: -42750.1421 eV
* charge: 0
* lowest unoccupied orbital energy (spin up / spin down): -1.6 / -1.6 eV